{"formula": "C3H11NOS2", "method": "wB97M-V/def2-TZVPD", "symbols": ["S", "S", "O", "N", "C", "C", "C", "H", "H", "H", "H", "H", "H", "H", "H", "H", "H", "H"], "xyz": [[-0.408, -1.135, -0.897], [0.715, -1.389, -2.614], [2.525, 0.851, 3.137], [-1.932, 1.352, 2.330], [-0.829, 0.630, 1.572], [0.078, 0.677, -0.741], [-0.885, 1.351, 0.250], [3.224, 0.250, 2.904], [2.586, 1.663, 2.657], [-0.244, -1.789, -3.505], [-2.402, 1.932, 1.648], [0.018, 0.581, 2.168], [0.039, 1.082, -1.770], [-0.455, 2.268, 0.478], [-2.632, 0.759, 2.605], [-1.834, 1.380, -0.271], [-1.191, -0.448, 1.642], [1.124, 0.489, -0.278]], "mulliken_charge": [-0.0439, -0.2583, -0.6325, -0.6543, -0.3784, -0.7252, -0.6664, 0.3139, 0.3071, 0.1561, 0.2691, 0.3476, 0.4796, 0.3475, 0.2062, 0.3083, 0.2838, 0.3399], "lumo_ev": 0.594, "homo_lumo_gap_ev": 9.23, "homo_ev": -8.63, "total_charge": 0, "smiles": "NCCCSS.O"}



{"formula": "C19H26CsF6N5PS2", "method": "wB97M-V/def2-TZVPD", "symbols": ["Cs", "S", "S", "P", "F", "F", "F", "F", "F", "F", "N", "N", "N", "N", "N", "C", "C", "C", "C", "C", "C", "C", "C", "C", "C", "C", "C", "C", "C", "C", "C", "C", "C", "C", "H", "H", "H", "H", "H", "H", "H", "H", "H", "H", "H", "H", "H", "H", "H", "H", "H", "H", "H", "H", "H", "H", "H", "H", "H", "H"], "xyz": [[1.310, 1.342, 0.933], [-1.201, 0.822, 3.010], [-1.288, 5.085, -2.317], [4.599, 2.424, 1.226], [5.405, 1.113, 1.702], [5.349, 3.350, 2.285], [3.747, 1.465, 0.158], [3.432, 2.079, 2.352], [3.672, 3.673, 0.736], [5.668, 2.735, 0.083], [-1.430, 1.087, -2.216], [0.341, -2.741, -0.273], [-2.877, 1.259, 0.987], [2.486, -1.826, 1.489], [-3.156, -0.729, 2.194], [0.842, 4.512, -0.990], [-4.555, -0.354, 0.370], [3.042, -1.315, 2.733], [1.135, -3.676, 0.509], [-1.875, 2.328, -2.430], [-0.726, -2.141, 0.491], [0.156, 5.561, -1.535], [3.535, -1.970, 0.493], [-3.810, 1.529, -3.587], [-3.070, 2.588, -3.101], [1.785, -3.071, 1.742], [0.133, 3.328, -1.255], [-0.169, -3.390, -1.461], [-2.151, 0.082, -2.693], [-4.166, -1.140, 1.405], [-1.015, 3.407, -1.956], [-2.465, 0.452, 2.005], [-3.341, 0.239, -3.388], [-3.851, 0.866, 0.221], [4.259, -2.751, 0.771], [-2.834, -1.304, 2.966], [-1.447, -2.893, 0.867], [-5.352, -0.638, -0.295], [3.732, -2.029, 3.206], [3.588, -0.395, 2.543], [4.073, -1.029, 0.401], [1.032, -2.874, 2.511], [3.103, -2.213, -0.475], [2.463, -3.837, 2.163], [0.657, -3.804, -2.037], [-0.324, -1.590, 1.340], [-4.610, -2.095, 1.650], [-1.271, -1.434, -0.136], [-3.870, -0.623, -3.766], [-4.731, 1.708, -4.125], [-1.752, -0.909, -2.517], [0.428, 6.601, -1.511], [2.235, -1.108, 3.439], [-4.121, 1.539, -0.584], [-3.403, 3.607, -3.247], [-0.869, -4.210, -1.226], [-0.689, -2.667, -2.090], [1.908, -4.075, -0.153], [1.774, 4.591, -0.457], [0.528, -4.542, 0.840]], "lowdin_spin": [0.0410, 0.0003, 0.0532, 0.0000, 0.0000, 0.0000, 0.0002, 0.0007, 0.0002, 0.0000, 0.0060, 0.0000, 0.0001, 0.0005, 0.0000, 0.0836, 0.0000, 0.0004, 0.0000, 0.0089, 0.0000, 0.0428, 0.0000, 0.0004, -0.0065, 0.0000, 0.6963, 0.0000, 0.0018, 0.0000, 0.0660, 0.0000, -0.0063, 0.0000, 0.0000, 0.0000, 0.0000, 0.0000, 0.0000, 0.0002, 0.0000, 0.0000, 0.0000, 0.0000, 0.0000, 0.0000, 0.0000, 0.0000, -0.0004, 0.0002, 0.0004, 0.0060, 0.0001, 0.0000, -0.0006, 0.0000, 0.0000, 0.0000, 0.0043, 0.0000], "s2": 0.761, "lumo_ev": [-0.721, -1.217], "spin_multiplicity": 2, "homo_lumo_gap_ev": [7.91, 7.42], "homo_ev": [-8.64, -8.64], "total_charge": 0}



{"formula": "C39H45N3O4SSb2W", "method": "wB97M-V/def2-TZVPD", "symbols": ["W", "Sb", "Sb", "S", "O", "O", "O", "O", "N", "N", "N", "C", "C", "C", "C", "C", "C", "C", "C", "C", "C", "C", "C", "C", "C", "C", "C", "C", "C", "C", "C", "C", "C", "C", "C", "C", "C", "C", "C", "C", "C", "C", "C", "C", "C", "C", "C", "C", "C", "C", "H", "H", "H", "H", "H", "H", "H", "H", "H", "H", "H", "H", "H", "H", "H", "H", "H", "H", "H", "H", "H", "H", "H", "H", "H", "H", "H", "H", "H", "H", "H", "H", "H", "H", "H", "H", "H", "H", "H", "H", "H", "H", "H", "H", "H"], "xyz": [[0.082, 0.172, 0.102], [-0.586, -1.276, -1.984], [-2.372, 1.093, 0.102], [2.662, -0.076, 0.069], [0.923, 3.003, -2.916], [-0.004, 1.485, -1.579], [2.568, -0.677, -1.239], [1.814, -0.853, 1.039], [1.897, 1.334, 0.114], [-0.760, -1.801, 1.434], [0.352, 1.063, 2.511], [1.559, -1.312, -6.409], [0.368, -1.228, -3.912], [0.419, -2.058, -6.162], [-0.633, 5.065, 0.225], [-1.424, -1.652, 2.752], [-3.790, -0.733, -2.005], [1.065, -5.112, -0.836], [-5.247, 1.144, 4.099], [1.497, -0.465, -4.163], [0.765, -3.772, -0.999], [-3.714, 1.105, 1.788], [-1.659, 5.920, -0.144], [-3.631, 2.178, 2.663], [-3.813, 0.716, -1.519], [-0.415, -3.387, -1.630], [-0.540, 0.626, 3.605], [-2.597, -1.071, -2.890], [-3.127, 4.047, -0.465], [4.435, 1.102, 1.666], [4.253, 0.016, 0.823], [2.186, 2.224, -1.003], [-0.857, 3.701, 0.262], [6.521, 0.151, 2.413], [-2.104, 3.195, -0.078], [0.173, -6.076, -1.279], [-0.178, -2.022, -4.916], [-1.297, -4.356, -2.084], [2.091, -0.511, -5.414], [5.567, 1.168, 2.455], [-0.560, -0.895, 3.759], [0.955, 2.289, -1.954], [-2.901, 5.412, -0.489], [-4.575, 0.053, 2.067], [-1.004, -5.699, -1.903], [-4.391, 2.196, 3.820], [6.307, -0.935, 1.563], [-5.349, 0.082, 3.216], [7.749, 0.216, 3.255], [5.174, -1.014, 0.770], [0.466, -1.274, 3.717], [-2.216, -4.072, -2.576], [-1.698, -6.450, -2.251], [7.038, -1.728, 1.528], [-2.786, -2.023, -3.384], [2.973, 0.080, -5.606], [-4.692, -0.889, -2.604], [-3.697, 6.082, -0.771], [-0.953, -1.121, 4.750], [-2.971, 3.004, 2.427], [-5.833, 1.154, 5.005], [0.139, -2.272, 1.608], [-0.214, 1.065, 4.557], [-4.092, 3.639, -0.738], [-0.007, -2.674, -6.936], [8.598, -0.217, 2.732], [-2.380, -1.136, 2.609], [-1.319, -2.463, 0.881], [0.353, 2.085, 2.501], [1.312, 0.784, 2.739], [-1.549, 0.998, 3.391], [0.394, -7.122, -1.139], [-4.649, -0.786, 1.385], [1.468, -3.013, -0.656], [1.922, 0.160, -3.390], [7.987, 1.239, 3.535], [-3.853, -1.428, -1.158], [3.047, 1.861, -1.577], [-1.484, 6.984, -0.156], [-3.579, 1.413, -2.333], [1.994, -5.400, -0.367], [-1.060, -2.613, -4.719], [-2.475, -0.314, -3.670], [2.032, -1.353, -7.378], [-6.029, -0.726, 3.431], [-1.635, -2.644, 3.166], [0.335, 5.463, 0.490], [7.605, -0.360, 4.170], [3.691, 1.885, 1.687], [-0.051, 3.014, 0.532], [5.005, -1.858, 0.122], [2.409, 3.240, -0.657], [-4.797, 0.965, -1.106], [-4.315, 3.028, 4.503], [5.712, 2.016, 3.108]], "lowdin_spin": [1.6828, 0.0211, 0.0214, 0.0105, 0.0114, 0.0625, 0.0431, 0.0278, 0.0185, -0.0042, 0.0187, -0.0007, 0.0122, 0.0007, 0.0008, 0.0026, 0.0024, 0.0001, -0.0012, 0.0006, -0.0005, -0.0064, -0.0003, -0.0017, 0.0212, -0.0024, -0.0003, 0.0148, 0.0007, -0.0001, -0.0003, 0.0036, 0.0067, -0.0003, 0.0107, -0.0005, 0.0008, -0.0010, 0.0007, 0.0003, 0.0003, 0.0061, 0.0005, -0.0013, 0.0000, -0.0001, 0.0002, 0.0001, -0.0001, 0.0000, 0.0001, -0.0001, 0.0000, 0.0000, 0.0003, 0.0001, 0.0029, 0.0001, 0.0000, -0.0001, -0.0001, 0.0009, -0.0004, 0.0001, 0.0001, 0.0000, 0.0000, 0.0008, 0.0023, 0.0015, -0.0001, 0.0000, 0.0000, 0.0001, -0.0001, 0.0000, 0.0004, 0.0007, 0.0000, 0.0008, 0.0000, 0.0000, 0.0006, 0.0000, 0.0000, -0.0003, 0.0002, 0.0000, 0.0003, 0.0050, 0.0000, 0.0007, 0.0008, 0.0000, 0.0000], "s2": 2.018, "lumo_ev": [-6.094, -6.944], "spin_multiplicity": 3, "homo_lumo_gap_ev": [7.58, 6.73], "homo_ev": [-13.67, -13.67], "total_charge": 2}



{"formula": "C21H22IrN7O2PS2Se2", "method": "wB97M-V/def2-TZVPD", "symbols": ["Ir", "Se", "Se", "S", "S", "P", "O", "O", "N", "N", "N", "N", "N", "N", "N", "C", "C", "C", "C", "C", "C", "C", "C", "C", "C", "C", "C", "C", "C", "C", "C", "C", "C", "C", "C", "C", "H", "H", "H", "H", "H", "H", "H", "H", "H", "H", "H", "H", "H", "H", "H", "H", "H", "H", "H", "H", "H", "H"], "xyz": [[-0.222, -0.452, -0.363], [0.895, -2.549, -0.541], [6.005, 3.593, 2.890], [-2.304, -1.483, -0.768], [-0.492, 0.276, -2.613], [-1.878, -1.198, -2.718], [-3.108, -0.851, -3.623], [-1.318, -2.525, -3.326], [4.280, 3.681, 3.308], [5.724, 2.565, 1.467], [3.151, -1.966, 1.346], [1.832, 0.487, -0.466], [-0.718, -1.015, 1.651], [-0.939, -1.778, 3.689], [0.261, 1.977, 1.246], [3.935, 0.188, -1.581], [-1.871, -0.492, 2.194], [1.377, 3.505, 3.293], [2.427, 1.313, 0.417], [4.437, 2.351, 1.404], [0.013, 3.410, 3.154], [2.189, 2.830, 2.383], [2.574, -0.029, -1.448], [3.808, 1.530, 0.377], [-0.183, -1.783, 2.583], [-0.490, 2.651, 2.102], [2.288, -2.184, 0.612], [3.638, 2.968, 2.421], [-1.198, -2.022, -5.758], [-2.020, -0.965, 3.457], [-0.653, -2.508, 4.916], [-3.898, 0.360, -3.406], [-3.848, 1.202, -4.654], [4.572, 0.951, -0.633], [1.591, 2.042, 1.392], [-0.519, -2.611, -4.547], [5.638, 1.131, -0.654], [-2.525, 0.147, 1.626], [-4.462, 2.093, -4.518], [-3.502, 0.894, -2.541], [-1.271, -0.936, -5.700], [2.069, -0.683, -2.140], [-0.604, -2.273, -6.638], [-2.786, -0.803, 4.195], [-2.827, 1.520, -4.864], [1.837, 4.106, 4.066], [-0.421, -1.814, 5.721], [-4.904, 0.016, -3.176], [0.727, -2.350, 2.505], [-0.351, -3.678, -4.662], [0.203, -3.156, 4.746], [-4.231, 0.648, -5.510], [-0.664, 3.929, 3.819], [4.468, -0.280, -2.397], [0.436, -2.125, -4.338], [-1.510, -3.118, 5.191], [-1.560, 2.597, 1.949], [-2.197, -2.435, -5.888]], "mulliken_charge": [1.0580, -0.0609, 0.2816, -0.4143, -0.3905, 0.9746, -0.2687, -0.3496, -0.8511, -0.8380, -0.5426, -0.1773, 0.2465, 0.0973, -0.2888, -1.0056, -0.6096, -0.6816, -0.4003, 0.9444, -0.8413, 0.8068, -0.0964, 0.8598, -0.2654, -0.3583, 0.2615, 0.7850, -0.9915, -0.6810, -0.9107, -0.2750, -1.0980, -0.8256, -0.2325, -0.1292, 0.5434, 0.6330, 0.4043, 0.3234, 0.2441, 0.3918, 0.4164, 0.4885, 0.2447, 0.5337, 0.3420, 0.3167, 0.2807, 0.3305, 0.3038, 0.3006, 0.4258, 0.4599, 0.1619, 0.3568, 0.4901, 0.2764], "lumo_ev": -3.531, "homo_lumo_gap_ev": 7.51, "homo_ev": -11.04, "total_charge": 1}



{"formula": "CH2FOS2", "method": "wB97M-V/def2-TZVPD", "symbols": ["S", "S", "F", "O", "C", "H", "H"], "xyz": [[-0.380, 1.912, -0.313], [3.028, 0.587, -0.318], [-1.793, -0.329, -0.458], [-1.101, 2.890, 0.640], [-0.594, 0.124, 0.062], [0.213, -0.403, -0.432], [-0.695, -0.226, 1.106]], "lowdin_spin": [0.4153, 1.1526, 0.0216, 0.3830, 0.0293, -0.0038, 0.0020], "s2": 2.011, "lumo_ev": [3.764, 2.240], "spin_multiplicity": 3, "homo_lumo_gap_ev": [7.40, 5.09], "homo_ev": [-3.63, -2.85], "total_charge": -1}



{"formula": "C11H16ClO3PTi", "method": "wB97M-V/def2-TZVPD", "symbols": ["Ti", "Cl", "P", "O", "O", "O", "C", "C", "C", "C", "C", "C", "C", "C", "C", "C", "C", "H", "H", "H", "H", "H", "H", "H", "H", "H", "H", "H", "H", "H", "H", "H", "H"], "xyz": [[0.050, 0.320, -0.758], [-2.000, 3.653, -2.631], [-0.205, -0.582, 2.406], [-2.290, 2.520, 0.200], [2.612, 1.864, 0.660], [-0.447, -0.680, 0.854], [0.350, 0.134, -2.984], [0.658, -1.727, -1.580], [-0.722, -1.560, -1.749], [-0.589, 1.084, 2.892], [0.597, 1.208, -3.977], [1.851, 1.301, -0.007], [1.337, -0.681, -2.333], [-1.278, -1.711, 3.150], [-1.577, 1.981, -0.542], [-0.935, -0.398, -2.606], [1.481, -0.996, 2.667], [0.653, 0.801, -4.994], [1.546, 1.707, -3.797], [-1.656, 1.269, 2.641], [1.687, -0.954, 3.759], [-1.858, 0.003, -3.000], [0.044, 1.814, 2.346], [-1.147, -1.687, 4.243], [-2.312, -1.450, 2.887], [1.604, -2.033, 2.290], [-1.039, -2.709, 2.761], [-0.191, 1.955, -3.942], [2.131, -0.302, 2.100], [2.406, -0.563, -2.502], [-1.530, -2.204, -1.390], [1.186, -2.533, -1.054], [-0.415, 1.156, 3.990]], "mulliken_charge": [0.0985, -0.4008, 0.8019, -0.1415, -0.0633, -0.4856, 0.8410, -0.3644, -0.5151, -0.9242, -1.2348, 0.4138, -0.6021, -1.0956, 0.3252, -0.2895, -0.9086, 0.3353, 0.3631, 0.3261, 0.4214, 0.6194, 0.2931, 0.4313, 0.3617, 0.3487, 0.3752, 0.2651, 0.2564, 0.6314, 0.5315, 0.5666, 0.4187], "lumo_ev": [-10.503, -10.709], "homo_lumo_gap_ev": [4.33, 3.50], "homo_ev": [-14.84, -14.21], "total_charge": 2}



{"formula": "C6H6O2", "method": "wB97M-V/def2-TZVPD", "symbols": ["O", "O", "C", "C", "C", "C", "C", "C", "H", "H", "H", "H", "H", "H"], "xyz": [[0.223, 1.364, 1.031], [-1.310, -1.818, 1.103], [0.015, -1.209, 0.585], [0.911, -1.063, -0.333], [-0.882, 1.007, 0.395], [1.088, 0.203, -0.860], [-1.165, -0.563, 0.285], [0.193, 1.492, -0.422], [1.903, 0.318, -1.795], [-1.572, -0.914, -0.612], [0.407, 2.556, -0.741], [0.302, -1.085, 1.598], [-1.769, 1.590, 0.494], [1.656, -1.879, -0.729]], "mulliken_charge": [-0.4267, -0.4662, -0.0156, -0.4569, -0.0341, -0.2143, -0.1884, -0.0940, 0.2101, 0.3442, 0.3647, 0.2726, 0.4463, 0.2583], "lumo_ev": 0.607, "homo_lumo_gap_ev": 9.92, "homo_ev": -9.31, "total_charge": 0, "smiles": "C1=C[C@@H]2O[C@H]2[C@H]2O[C@@H]12"}



{"formula": "C4H10NO", "method": "wB97M-V/def2-TZVPD", "symbols": ["O", "N", "C", "C", "C", "C", "H", "H", "H", "H", "H", "H", "H", "H", "H", "H"], "xyz": [[-0.377, 0.652, 0.344], [-1.422, -0.167, 0.264], [-2.572, 0.428, -0.333], [1.076, -1.297, -0.182], [0.958, 0.102, -0.006], [2.027, 1.102, -0.001], [1.431, 1.899, 0.396], [0.727, -1.920, 0.568], [-2.629, -0.070, -1.382], [-2.404, 1.503, -0.545], [2.952, 0.849, 0.442], [2.348, 1.630, -0.846], [0.575, -1.434, -1.128], [-3.504, 0.119, -0.003], [2.151, -1.503, -0.360], [-1.346, -1.209, 0.232]], "lowdin_spin": [0.3336, 0.5816, 0.0750, 0.1056, 0.6088, 0.1073, 0.0065, 0.0188, 0.0514, 0.0018, 0.0182, 0.0341, 0.0372, 0.0132, -0.0012, 0.0080], "s2": 2.008, "lumo_ev": [-3.266, -7.263], "spin_multiplicity": 3, "homo_lumo_gap_ev": [8.57, 9.33], "homo_ev": [-11.83, -16.60], "total_charge": 1}



In order of appearance, relative energy (zero: lowest compared OMol25 entry of this formula, charge and spin) = 141.90; 75.95; 213.41; 24.27; 0.00; 263.28; 710.79; 144.87 kJ/mol.
In order of appearance, molecular weight = 141.3; 666.5; 1079.2; 849.7; 113.2; 310.5; 110.1; 88.1 g mol⁻¹.